The following is a DFT calculation (ωB97M-V/def2-TZVPD) of a structure of composition C24H25ClO4PtS2 at a distorted geometry.

The total energy is -70919.4050 eV. Its energy above the lowest of the compared OMol25 structures with the same formula, charge and spin is 0.0 kJ/mol.

```
! wB97M-V def2-TZVPD RIJCOSX def2/J DEFGRID3
* xyz -2 1
Pt -0.367 0.415 -0.205
C 1.381 4.241 1.198
S -0.114 3.245 0.891
C -1.143 4.806 0.641
O 0.013 2.788 -0.532
H 1.484 4.955 0.381
H 2.213 3.546 1.223
H 1.261 4.739 2.159
H -1.127 5.381 1.568
H -2.162 4.485 0.426
H -0.758 5.398 -0.190
C -1.682 -0.788 0.378
C -2.503 -1.569 1.123
C -2.187 -2.918 1.537
C -3.055 -3.654 2.304
C -4.297 -3.150 2.714
C -4.641 -1.847 2.318
C -3.800 -1.083 1.551
H -1.230 -3.332 1.238
H -2.778 -4.660 2.609
H -4.964 -3.745 3.329
H -5.600 -1.437 2.625
H -4.079 -0.075 1.264
C -0.067 0.036 -7.260
C 0.412 0.113 -5.834
C -0.352 -0.426 -4.797
C 0.061 -0.341 -3.481
C 1.269 0.281 -3.173
C 2.029 0.840 -4.190
C 1.609 0.748 -5.505
S 1.730 0.500 -1.452
C 2.258 -1.257 -1.250
O 3.013 1.245 -1.480
H -1.094 -0.326 -7.294
H 0.548 -0.644 -7.855
H -0.031 1.017 -7.738
H -1.293 -0.910 -5.032
H -0.542 -0.729 -2.662
H 2.952 1.343 -3.924
H 2.211 1.182 -6.298
H 2.862 -1.555 -2.107
H 1.351 -1.855 -1.171
H 2.839 -1.316 -0.331
Cl 1.886 -4.335 4.930
C 1.572 -2.715 4.349
C 1.509 -2.481 2.986
C 1.300 -1.187 2.539
C 1.174 -0.126 3.432
C 1.201 -0.400 4.796
C 1.395 -1.690 5.264
C 1.037 1.303 2.941
O 0.891 2.203 3.786
O 1.127 1.502 1.683
H 1.619 -3.297 2.283
H 1.186 -0.975 1.484
H 1.058 0.418 5.490
H 1.415 -1.908 6.324
*
```

Atomic partial charges in e from the Mulliken method, atoms 1 to 8:
1. Pt 0.997
2. C -1.162
3. S 0.644
4. C -1.162
5. O -0.768
6. H 0.414
7. H 0.310
8. H 0.337